{"formula": "C31H29BrF4N3O2Rh", "method": "ωB97M-V/def2-TZVPD", "symbols": ["Rh", "C", "C", "N", "C", "C", "C", "C", "N", "C", "C", "F", "C", "F", "C", "C", "F", "C", "F", "H", "H", "H", "H", "H", "H", "H", "H", "H", "H", "H", "H", "H", "H", "H", "N", "C", "C", "C", "C", "C", "C", "C", "C", "C", "C", "C", "C", "H", "H", "H", "H", "H", "H", "H", "H", "H", "H", "Br", "C", "C", "C", "C", "C", "C", "C", "O", "O", "H", "H", "H", "H"], "coordinates": [[-1.005983, 0.734143, -1.044955], [0.257001, -2.977029, 1.394963], [1.142472, -1.784012, -0.672167], [1.368408, -0.514709, -1.336967], [2.595144, 0.210180, -0.933152], [2.306817, 1.671597, -0.634904], [1.366244, -0.695180, -2.805805], [0.025685, -1.113128, -3.398163], [-0.995166, -0.278805, -2.816304], [-2.267193, -0.258441, -3.109502], [-2.936231, 0.762326, -2.294962], [-2.558950, 2.077248, -2.694881], [-4.349462, 0.707806, -2.275912], [-4.994165, 1.567715, -1.480709], [-5.065739, -0.127905, -3.053861], [-4.373717, -0.983536, -3.951995], [-5.092314, -1.773915, -4.741096], [-3.032909, -1.064682, -3.992937], [-2.441121, -1.956453, -4.807808], [-0.066057, -3.625980, 0.578686], [-0.612604, -2.705798, 1.987896], [0.917509, -3.555062, 2.034198], [0.205181, -2.167489, -1.065124], [2.978617, -2.448205, -0.797167], [3.345126, 0.130889, -1.726240], [3.032769, -0.251182, -0.050070], [1.793292, 2.139302, -1.480490], [3.232066, 2.221624, -0.437588], [1.663609, 1.752206, 0.246704], [2.126183, -1.426485, -3.096180], [1.641787, 0.270525, -3.233942], [-0.172541, -2.177888, -3.234386], [0.081689, -0.970637, -4.477298], [-6.147127, -0.151152, -3.006753], [-1.140234, 2.978029, -0.181820], [-0.494171, 3.037882, 1.086486], [0.390694, 4.055595, 1.415251], [1.069684, 4.020904, 2.625719], [0.854903, 2.981584, 3.519388], [-0.032992, 1.964244, 3.186215], [-0.703998, 1.977892, 1.971266], [-1.624633, 0.891036, 1.524593], [-3.000391, 1.045379, 1.655367], [-3.882197, 0.060811, 1.220471], [-3.378615, -1.045713, 0.570070], [-2.005272, -1.220868, 0.400586], [-1.092863, -0.294148, 0.941766], [-0.916938, 3.761598, -0.775238], [-2.144938, 2.893757, -0.107957], [0.550106, 4.874973, 0.720308], [1.763792, 4.816353, 2.873258], [1.390259, 2.948824, 4.460541], [-0.203496, 1.139669, 3.870665], [-3.372845, 1.953071, 2.119689], [-4.950836, 0.182706, 1.354215], [-4.051605, -1.797522, 0.171515], [-1.659849, -2.128038, -0.068605], [4.311710, 1.256202, 3.901097], [3.866475, -0.332101, 2.966358], [4.777746, -1.369841, 2.949600], [4.438432, -2.525131, 2.261157], [3.220034, -2.628801, 1.606204], [2.312550, -1.568408, 1.611942], [2.644893, -0.411460, 2.315370], [0.965635, -1.696464, 0.880474], [2.096683, -2.786108, -0.995173], [0.251173, -0.504304, 1.206637], [5.722974, -1.280526, 3.469465], [5.128448, -3.360346, 2.242435], [2.971050, -3.552728, 1.099412], [1.960313, 0.424106, 2.340144]], "atomic_forces_ev_per_a": [[-0.24, -0.55, -1.23], [0.07, 0.05, -0.08], [0.11, 0.06, 0.04], [0.11, 0.01, -0.05], [-0.03, 0.02, -0.06], [-0.02, -0.02, 0.07], [-0.04, 0.13, 0.03], [0.04, 0.02, 0.24], [0.23, 0.11, 0.21], [-0.08, 0.05, -0.02], [0.93, 0.43, -0.28], [0.11, 0.58, -0.11], [-0.49, -0.38, 0.12], [-0.11, 0.40, 0.11], [-0.27, -0.13, 0.10], [-0.37, 0.26, 0.27], [-0.34, -0.28, -0.25], [0.47, -0.19, 0.29], [0.24, -0.04, -0.15], [0.00, 0.06, 0.04], [-0.02, 0.03, 0.02], [0.02, -0.02, -0.01], [-0.07, -0.05, -0.06], [-0.01, 0.00, 0.06], [0.02, -0.03, -0.04], [0.00, 0.04, -0.16], [0.02, 0.00, 0.05], [-0.07, -0.04, -0.02], [0.05, 0.00, -0.11], [0.08, 0.01, -0.07], [-0.04, 0.00, 0.04], [-0.05, -0.01, 0.07], [-0.03, -0.03, -0.11], [0.07, -0.06, -0.03], [0.14, -0.28, 0.46], [-0.06, 0.10, -0.06], [0.00, 0.08, -0.01], [0.01, 0.03, 0.01], [0.00, -0.07, -0.01], [-0.04, 0.04, 0.06], [-0.04, -0.14, 0.01], [0.07, 0.01, 0.22], [0.01, -0.02, 0.03], [-0.09, 0.08, 0.00], [-0.05, -0.12, -0.02], [0.14, -0.11, 0.08], [-0.02, -0.03, 0.32], [0.08, 0.03, -0.16], [-0.16, 0.02, 0.00], [0.00, -0.06, 0.04], [-0.04, -0.06, -0.02], [-0.05, 0.01, -0.05], [0.03, 0.03, -0.04], [0.02, -0.04, -0.01], [0.09, 0.00, -0.01], [0.06, 0.04, 0.02], [0.07, 0.00, 0.00], [-0.02, 0.02, 0.01], [-0.12, 0.08, -0.03], [0.07, -0.09, -0.02], [0.03, -0.01, -0.01], [-0.01, -0.07, 0.09], [-0.11, 0.06, 0.19], [-0.02, -0.05, 0.02], [0.01, -0.01, 0.03], [-0.12, 0.03, -0.21], [-0.14, -0.04, 0.15], [-0.05, -0.01, -0.04], [-0.03, 0.04, 0.00], [0.01, 0.05, 0.07], [0.02, -0.01, 0.01]], "charge": 0, "homo_lumo_gap_ev": [6.48, 6.74], "homo_ev": [-6.5, -6.9], "molar_mass_g_mol": 734.39, "largest_force_ev_per_a": 1.37, "lumo_energy_ha": [0.0010, -0.0048], "e_tot_ev": -125100.186}